The following is a DFT calculation (ωB97M-V/def2-TZVPD) of 6 unconnected molecules or ions with the total composition CH14O5S.

```
! RIJCOSX wB97M-V def2-TZVPD def2/J DEFGRID3
* xyz 0 1
C 2.6799 3.0133 -2.2211
S 1.0147 2.8031 -1.3854
H 3.2932 3.7893 -1.7389
H 3.2062 2.0650 -2.2786
H 2.6082 3.4538 -3.2323
H 0.5978 2.1045 -2.4199
H -2.3303 -4.1868 -0.3839
H -1.0128 -3.3955 -0.3921
O -1.8069 -3.5665 -0.9229
H -1.1635 -0.6337 -2.9614
H -1.4209 -1.1685 -1.4305
O -1.0420 -0.5082 -2.0227
H 0.7718 0.4187 4.5536
H 2.0318 0.1145 5.4120
O 1.7287 0.5066 4.5853
H -0.9157 -1.1627 1.1177
H -0.1325 -2.0130 1.8811
O -0.5214 -2.0579 0.9902
H -3.1078 -0.2697 1.1771
H -2.2657 0.5924 0.4177
O -2.2128 0.1013 1.2551
*
```

Results
SMILES   CS.O.O.O.O.O
ΔE to the lowest compared entry with this formula, charge and spin   99.5 kJ/mol
Electronic energy   -820.845341 a.u.
Largest force on an atom   2.09 eV Å⁻¹
Gap between HOMO and LUMO   0.337 Eh

Atomic partial charges in e from the Mulliken method, atoms 1 to 6: -0.8028, -0.1457, 0.2758, 0.2812, 0.2845, 0.0999

The following is a DFT calculation (ωB97M-V/def2-TZVPD) of 6 unconnected molecules or ions with the total composition CH14O6.

```
! RIJCOSX wB97M-V def2-TZVPD def2/J DEFGRID3
* xyz 0 1
C -1.0480 3.1230 0.2164
O -0.7948 1.7565 -0.0423
H -0.1342 3.7036 0.3336
H -1.6100 3.2331 1.1469
H -1.6378 3.5927 -0.5761
H -0.3976 1.7128 -0.9206
H 2.6262 0.7091 -1.4991
H 1.4934 -0.2062 -1.0898
O 1.7197 0.7458 -1.1830
H 0.8944 -2.0651 0.3431
H 0.4884 -2.2258 -1.0874
O 1.2392 -1.9214 -0.5522
H -0.6599 -2.7811 2.2851
H -0.7552 -1.3602 1.7427
O -0.8994 -2.2860 1.4991
H 1.5264 -0.0122 1.0364
H 1.3498 0.1686 2.5424
O 0.8827 -0.1183 1.7526
H -1.4281 -0.3830 -2.5019
H -1.1049 -0.4436 -1.0219
O -1.3557 -1.0064 -1.7671
*
```

Results
SMILES   CO.O.O.O.O.O
ΔE to the lowest compared entry with this formula, charge and spin   45.5 kJ/mol
Electronic energy   -497.923553 a.u.
Largest force on an atom   0.47 eV Å⁻¹
Gap between HOMO and LUMO   0.393 Eh

Atomic partial charges in e from the Mulliken method, atoms 1 to 6: -0.6750, -0.3741, 0.2705, 0.2220, 0.2783, 0.2125

The following is a DFT calculation (ωB97M-V/def2-TZVPD) of 6 unconnected molecules or ions with the total composition CH14O6.

```
! RIJCOSX wB97M-V def2-TZVPD def2/J DEFGRID3
* xyz 0 1
C -1.1442 0.2205 0.6318
O -0.1719 -0.7050 0.1907
H -0.6430 0.8145 1.3960
H -1.4683 0.9471 -0.1132
H -1.9244 -0.2140 1.2569
H 0.2356 -0.9506 1.0245
O 0.9283 -1.3166 -2.8226
H 1.6191 -0.8174 -2.3869
H 0.3223 -1.5516 -2.1199
O -1.2534 3.9727 1.0125
H -0.9573 3.8318 0.1132
H -2.0746 3.4849 1.0740
O -0.1923 3.0466 -1.4496
H -0.8752 3.3394 -2.0530
H 0.3544 2.4600 -1.9723
O 1.3635 -2.0422 2.5061
H 0.9327 -2.8599 2.2575
H 2.2967 -2.2150 2.3814
O 0.7513 -3.4308 -0.0740
H 0.3208 -2.6064 -0.3005
H 1.5801 -3.4081 -0.5525
*
```

Results
SMILES   CO.O.O.O.O.O
ΔE to the lowest compared entry with this formula, charge and spin   96.2 kJ/mol
Electronic energy   -497.904218 a.u.
Largest force on an atom   2.01 eV Å⁻¹
Gap between HOMO and LUMO   0.404 Eh

Atomic partial charges in e from the Mulliken method, atoms 1 to 6: -0.6965, -0.5078, 0.3208, 0.2200, 0.3397, 0.3078

The following is a DFT calculation (ωB97M-V/def2-TZVPD) of 6 unconnected molecules or ions with the total composition CH15NO5.

```
! RIJCOSX wB97M-V def2-TZVPD def2/J DEFGRID3
* xyz 0 1
C 0.3925 0.2949 0.8694
N 0.5325 1.7985 0.8427
H -0.7115 0.0332 1.2542
H 0.7617 -0.2401 -0.0567
H 1.0933 0.0499 1.7521
H -0.2044 2.0018 1.5331
H 0.1471 2.0749 -0.1059
H -0.1883 -2.5734 1.3416
H -0.9610 -3.5652 0.3928
O -0.6590 -3.4227 1.3266
H -3.3006 -0.6041 0.4964
H -3.3391 -2.0023 1.1683
O -3.2138 -1.0450 1.3807
H 2.1448 -0.2680 -3.0333
H 1.7064 -1.3206 -2.0819
O 1.3410 -0.6542 -2.6658
H 2.2701 3.2515 0.5834
H 3.1486 4.5405 0.6101
O 3.0256 3.6892 0.1376
H -0.6372 -0.3306 -1.9206
H -1.8010 -1.2179 -2.1792
O -1.5478 -0.4904 -1.6459
*
```

Results
SMILES   CN.O.O.O.O.O
ΔE to the lowest compared entry with this formula, charge and spin   166.2 kJ/mol
Electronic energy   -478.003884 a.u.
Largest force on an atom   2.82 eV Å⁻¹
Gap between HOMO and LUMO   0.368 Eh

Atomic partial charges in e from the Mulliken method, atoms 1 to 6: -0.5131, -0.5949, 0.1936, 0.0713, 0.3429, 0.2475

The following is a DFT calculation (ωB97M-V/def2-TZVPD) of 6 unconnected molecules or ions with the total composition CH15NO5.

```
! RIJCOSX wB97M-V def2-TZVPD def2/J DEFGRID3
* xyz 0 1
C 0.0819 2.0246 4.5184
N -1.2427 2.2807 3.9441
H 0.4520 1.0035 4.4463
H 0.0600 2.2943 5.5839
H 0.8042 2.7327 4.1118
H -1.4733 1.6335 3.1749
H -1.9253 1.9862 4.6314
H 0.8268 -0.9246 -6.0594
H 0.7810 -2.1265 -6.8874
O 0.8803 -1.8853 -5.9560
H -1.4617 -1.4147 -6.5526
H -1.6782 -0.0497 -6.0387
O -1.6769 -0.5234 -6.8799
H 0.6198 -2.5020 -3.5123
H 1.9033 -3.3128 -3.1851
O 1.0597 -3.0238 -2.8330
H -2.6044 4.6982 3.9259
H -2.3051 4.3125 5.4397
O -2.7593 4.9111 4.8485
H 2.5894 -4.2277 0.6408
H 3.8658 -4.2278 1.5168
O 3.2027 -3.6590 1.1217
*
```

Results
SMILES   CN.O.O.O.O.O
ΔE to the lowest compared entry with this formula, charge and spin   145.6 kJ/mol
Electronic energy   -478.011728 a.u.
Largest force on an atom   1.23 eV Å⁻¹
Gap between HOMO and LUMO   0.374 Eh

Atomic partial charges in e from the Mulliken method, atoms 1 to 6: -0.7170, -0.5246, 0.2813, 0.2650, 0.2558, 0.2181

The following is a DFT calculation (ωB97M-V/def2-TZVPD) of 7 unconnected molecules or ions with the total composition CH15NO6.

```
! RIJCOSX wB97M-V def2-TZVPD def2/J DEFGRID3
* xyz 0 1
C -0.5002 -1.7000 0.9659
N -1.0401 -1.0897 1.9356
H -0.8325 -1.4412 -0.0234
H 0.3904 -2.3166 1.0604
H -0.6632 -1.5036 2.7751
H -3.2627 1.2298 0.7696
H -2.1944 0.1250 0.9403
O -2.5011 0.8194 0.2888
H 2.9123 -0.8321 -0.5600
H 2.5539 -0.3140 -1.8710
O 2.8586 -1.0955 -1.5007
H 2.5615 0.1909 2.4206
H 1.5728 1.0467 1.5759
O 2.3907 0.4855 1.5226
H 0.0571 -1.6656 -2.5748
H -0.9624 -1.8407 -3.5625
O -0.7898 -1.2687 -2.8723
H -1.2686 1.7613 -1.1166
H -0.4523 1.3116 -2.1944
O -0.4416 2.0342 -1.5313
H -0.5778 1.4203 1.0868
H 0.1775 2.6596 0.8959
O 0.0119 1.9836 1.5694
*
```

Results
SMILES   C=N.O.O.O.O.O.O
ΔE to the lowest compared entry with this formula, charge and spin   149.7 kJ/mol
Electronic energy   -553.263717 a.u.
Largest force on an atom   3.30 eV Å⁻¹
Gap between HOMO and LUMO   0.427 Eh

Atomic partial charges in e from the Mulliken method, atoms 1 to 6: -0.1588, -0.5331, 0.1716, 0.2669, 0.2478, 0.3099

The following is a DFT calculation (ωB97M-V/def2-TZVPD) of a molecular structure, CH16FeO11.

```
! RIJCOSX wB97M-V def2-TZVPD def2/J DEFGRID3
* xyz 0 5
Fe -2.9862 0.3465 -0.4125
C -0.5950 -0.0371 0.0667
O -1.6098 -0.5610 0.7431
O -1.0550 0.9149 -0.7270
O 0.5833 -0.3084 0.2411
O 3.0986 -0.5270 -0.9786
H 3.4233 -1.3394 -0.5805
H 2.1899 -0.4338 -0.6531
O 0.2359 -2.4762 2.9263
H 0.8511 -3.1713 2.6744
H -0.0150 -2.0637 2.0918
O -1.4080 -0.2532 3.6209
H -1.3571 -0.3007 2.6557
H -2.0148 0.4689 3.8061
O 0.5940 -2.5142 -1.5795
H 1.2544 -2.0762 -2.1285
H 0.7121 -2.1052 -0.7087
O -2.9188 -0.7634 -2.1745
H -3.7331 -1.0957 -2.5732
H -2.1955 -1.0522 -2.7503
O -0.7487 3.8111 -0.5473
H -0.7136 2.8478 -0.6428
H -1.0179 3.9653 0.3626
O 0.8991 1.3306 -2.7996
H 0.1187 1.1532 -2.2563
H 1.6504 1.0135 -2.2835
O 2.3436 1.6528 1.9079
H 2.5554 2.4591 1.4287
H 1.8589 1.1150 1.2706
*
```

Results
ΔE to the lowest compared entry with this formula, charge and spin   0.0 kJ/mol
Electronic energy   -2139.025117 a.u.
Largest force on an atom   2.73 eV Å⁻¹
Gap between HOMO and LUMO (alpha / beta)   0.272 / 0.268 Eh

Atomic partial charges in e from the Mulliken method, atoms 1 to 6: 0.8482, 1.4654, -0.9586, -0.8231, -0.7256, -0.6400

The following is a DFT calculation (ωB97M-V/def2-TZVPD) of a molecular structure, CH16O7.

```
! RIJCOSX wB97M-V def2-TZVPD def2/J DEFGRID3
* xyz 0 1
C 0.8770 0.7008 -1.0816
O -0.2824 1.5524 -1.0621
H 1.5005 0.6434 -1.9738
H 1.5518 1.0885 -0.3184
H 0.4445 -0.2689 -0.8353
H -0.2865 2.1536 -1.8106
O -0.6306 -1.6385 2.3918
H -0.0317 -1.1870 1.7971
H -0.3221 -1.4036 3.2670
O 0.1493 -0.5056 0.8413
H -0.4627 0.2054 1.0313
H 0.1205 -0.5990 -0.1109
O -0.3691 -1.9316 -1.3792
H -0.8410 -1.1013 -1.4433
H -0.8143 -2.5092 -1.9992
O 0.3004 2.6211 1.0232
H 0.0946 2.0256 0.3026
H -0.3679 2.4387 1.6837
O -1.3326 1.2777 0.7529
H -0.8643 1.5952 -0.0192
H -2.1552 0.9299 0.4085
O 1.5884 -1.9994 -0.6638
H 0.7350 -2.1349 -1.0755
H 1.3982 -1.9531 0.2732
*
```

Results
ΔE to the lowest compared entry with this formula, charge and spin   1033.9 kJ/mol
Electronic energy   -573.984080 a.u.
Largest force on an atom   7.78 eV Å⁻¹
Gap between HOMO and LUMO   0.329 Eh

Atomic partial charges in e from the Mulliken method, atoms 1 to 6: -0.3578, -0.4218, 0.3560, 0.3661, 0.8188, 0.3118